This record from the Open Molecules 2025 dataset describes C4H8O2 in the gas phase at a distorted geometry. The level of theory is ωB97M-V with the def2-TZVPD basis set.

```
14
Properties=species:S:1:pos:R:3:forces:R:3
C 1.143222 0.720277 -0.322209 -0.99 0.16 -0.54
C 1.028189 -1.249227 1.010940 -0.15 -1.03 1.09
O -0.270754 -1.532937 0.989764 0.24 -0.46 -0.52
C -1.139234 -0.471726 0.643250 0.19 0.30 -0.13
C -0.471834 0.053818 -0.660907 0.92 0.24 0.34
O -1.177159 1.118495 -1.210984 0.01 0.36 0.20
H 0.929942 1.513841 0.409616 -0.26 -0.09 -0.27
H 2.095487 0.327424 0.110974 -1.27 -0.63 -0.57
H 1.469844 1.179887 -1.258214 -0.56 0.05 -0.23
H 1.418422 -2.113009 0.395549 0.37 0.05 0.56
H -1.273682 0.350945 1.363037 0.46 -0.26 0.22
H -2.106233 -0.990684 0.537620 0.26 0.62 -0.45
H -0.591413 -0.757127 -1.414610 0.98 0.45 0.49
H -1.054796 1.850021 -0.593830 -0.21 0.24 -0.20
```
Positions in Å, forces in eV/Å.

Summary:
**HOMO**: -7.99 eV
**Relative energy (zero: lowest compared OMol25 entry of this formula, charge and spin)**: 6.2524 eV

This record from the Open Molecules 2025 dataset describes C4H8O2 in the gas phase. The level of theory is ωB97M-V with the def2-TZVPD basis set.

```
14
Properties=species:S:1:pos:R:3:forces:R:3
C 1.200438 -0.870977 0.870379 -0.13 -0.17 0.01
C -0.108168 -0.180975 0.520124 -0.04 0.02 0.08
C -1.495153 -0.588271 -0.052973 0.03 -0.02 0.15
C -0.457516 0.072525 -0.890498 0.13 -0.09 -0.03
O -0.604479 1.394526 -1.293882 -0.11 0.02 -0.12
O 0.693867 1.974810 -1.065617 -0.02 0.47 -0.14
H 1.452116 -1.688473 0.188909 -0.18 -0.01 0.12
H 2.012989 -0.130979 0.776052 -0.36 -0.17 -0.01
H 1.225656 -1.239092 1.899790 -0.09 -0.09 -0.13
H -0.253891 0.709848 1.133510 -0.04 -0.16 -0.13
H -2.296737 0.036986 0.335058 0.20 -0.06 -0.10
H -1.862248 -1.559639 -0.391134 0.53 0.05 0.39
H 0.027565 -0.583844 -1.615782 -0.02 0.25 0.00
H 0.465558 2.653553 -0.413932 0.09 -0.04 -0.07
```
Positions in Å, forces in eV/Å.

Summary:
**SMILES string**: C[C@@H]1C[C@H]1OO
**HOMO**: -9.81 eV
**Relative energy (zero: lowest compared OMol25 entry of this formula, charge and spin)**: 4.6408 eV

This record from the Open Molecules 2025 dataset describes C4H8O2 in the gas phase. The level of theory is ωB97M-V with the def2-TZVPD basis set.

```
14
Properties=species:S:1:pos:R:3:forces:R:3
O -1.166134 1.120980 -1.145844 0.12 0.21 -0.17
C -0.528308 1.056288 0.109714 -0.03 -0.05 0.35
C -0.856794 -0.300317 0.713496 -0.04 0.02 0.06
C 0.156166 -1.180926 -0.024397 -0.01 -0.07 -0.05
C 1.373951 -0.256464 -0.123129 0.15 -0.27 -0.01
O 0.870142 1.082180 -0.038671 0.00 0.09 -0.01
H -0.647032 1.741138 -1.674918 -0.17 -0.03 0.02
H -0.791422 1.922612 0.732928 -0.01 -0.16 -0.16
H -1.899678 -0.575925 0.537326 0.18 0.03 0.02
H -0.663804 -0.291526 1.792260 -0.02 0.04 -0.16
H 0.380092 -2.117137 0.493147 -0.01 0.14 -0.06
H -0.225334 -1.413831 -1.021974 0.06 -0.01 0.13
H 2.070399 -0.408989 0.711678 -0.10 0.03 -0.13
H 1.927753 -0.378079 -1.061618 -0.11 0.03 0.17
```
Positions in Å, forces in eV/Å.

Summary:
**SMILES string**: O[C@H]1CCCO1
**HOMO**: -10.13 eV
**Relative energy (zero: lowest compared OMol25 entry of this formula, charge and spin)**: 0.7905 eV

This record from the Open Molecules 2025 dataset describes a molecular structure, C4H8O2 at a distorted geometry. The level of theory is ωB97M-V with the def2-TZVPD basis set.

```
14
Properties=species:S:1:pos:R:3:forces:R:3
C -1.946935 0.661002 -0.285690 -0.27 -1.60 -0.40
C -0.795915 -0.927430 0.046648 -0.92 1.54 0.04
C 0.377999 -0.064415 0.159150 0.33 1.02 0.46
O 0.177774 1.131953 0.305051 1.59 0.27 0.32
C 1.834553 -0.452978 0.084018 0.02 -0.37 -0.04
O 2.602883 0.664626 -0.257306 0.19 0.02 0.15
H -1.959971 1.580070 0.361350 0.62 -1.66 -0.11
H -2.868661 0.138378 -0.157699 -0.89 -0.10 -0.55
H -1.715754 0.999870 -1.295611 -0.22 -0.43 0.08
H -0.581485 -1.949513 -0.405775 -0.92 1.58 -0.37
H -1.304750 -1.117307 0.981222 0.41 -0.06 0.59
H 2.101229 -0.845808 1.080121 0.02 -0.06 -0.11
H 2.005767 -1.250459 -0.644561 -0.03 0.04 0.03
H 2.073268 1.432010 0.029088 0.07 -0.19 -0.11
```
Positions in Å, forces in eV/Å.

Summary:
**HOMO**: -9.78 eV
**Relative energy (zero: lowest compared OMol25 entry of this formula, charge and spin)**: 3.8325 eV

This record from the Open Molecules 2025 dataset describes C4H8O2 in the gas phase. The level of theory is ωB97M-V with the def2-TZVPD basis set.

```
14
Properties=species:S:1:pos:R:3:forces:R:3
O 2.120599 0.907100 -0.038819 -0.19 0.25 0.37
C 1.172847 1.359853 0.558195 0.32 -0.13 -0.23
C -0.253825 1.076249 0.144892 0.10 -0.13 -0.18
C -0.299483 -0.105423 -0.851743 -0.12 0.06 -0.03
C -0.152163 -1.495351 -0.234635 0.24 0.08 -0.26
O -1.167396 -1.764594 0.711641 -0.06 0.11 0.30
H 1.340061 2.009173 1.443071 -0.12 -0.02 -0.11
H -0.646117 1.973119 -0.356618 0.21 -0.02 0.07
H -0.880678 1.019361 1.054271 0.16 -0.34 -0.34
H -1.231715 -0.065496 -1.421814 0.02 -0.03 0.12
H 0.526889 0.026119 -1.561625 -0.21 0.08 0.12
H -0.256472 -2.260074 -1.013418 0.01 0.21 0.11
H 0.850983 -1.624991 0.203472 -0.21 0.11 -0.01
H -1.123530 -1.055044 1.363129 -0.15 -0.23 0.07
```
Positions in Å, forces in eV/Å.

Summary:
**SMILES string**: O=CCCCO
**HOMO**: -10.04 eV
**Relative energy (zero: lowest compared OMol25 entry of this formula, charge and spin)**: 1.2920 eV

This record from the Open Molecules 2025 dataset describes C4H8O2 in the gas phase. The level of theory is ωB97M-V with the def2-TZVPD basis set.

```
14
Properties=species:S:1:pos:R:3:forces:R:3
C 1.650439 0.872050 0.250276 0.07 0.08 0.11
C 0.862292 -0.356294 -0.118029 0.25 0.00 -0.23
O -0.026158 -0.816000 0.895986 -0.04 -0.09 -0.09
C -1.358302 -0.390161 0.695419 -0.27 0.13 -0.05
C -1.595843 -0.351823 -0.803541 -0.29 0.19 -0.19
O -1.853140 0.641097 -1.437633 -0.37 -0.41 0.23
H 0.960415 1.674738 0.529870 0.17 -0.05 0.06
H 2.353455 0.678957 1.060951 -0.02 0.13 -0.02
H 2.185107 1.193967 -0.650379 0.11 0.04 0.25
H 1.485503 -1.209211 -0.390556 0.18 0.10 0.10
H 0.313120 -0.062493 -1.012322 0.27 -0.29 -0.05
H -1.571756 0.596495 1.131320 0.12 -0.14 -0.08
H -2.016279 -1.144399 1.147893 0.10 0.20 -0.01
H -1.388858 -1.326918 -1.299259 -0.28 0.10 -0.03
```
Positions in Å, forces in eV/Å.

Summary:
**SMILES string**: CCOCC=O
**HOMO**: -9.90 eV
**Relative energy (zero: lowest compared OMol25 entry of this formula, charge and spin)**: 2.0408 eV

This record from the Open Molecules 2025 dataset describes 2 unconnected molecules or ions with the total composition C4H8O2. The level of theory is ωB97M-V with the def2-TZVPD basis set.

```
14
Properties=species:S:1:pos:R:3:forces:R:3
C -1.648387 0.735504 1.112152 -0.18 0.14 0.08
C -0.622724 -0.109507 0.400494 0.18 -0.20 0.32
C 0.596182 -0.173248 0.938395 -0.19 0.11 0.14
O 1.501792 -1.161090 0.809710 0.09 -0.13 -0.29
H -2.647408 0.343212 0.913845 0.02 0.17 -0.02
H -1.476562 0.626219 2.187644 -0.22 0.21 -0.12
H -1.636157 1.804874 0.880075 -0.03 -0.12 -0.16
H -0.941633 -0.838400 -0.346165 0.05 0.06 0.24
H 0.949495 0.612496 1.603833 -0.06 -0.22 0.13
H 1.060044 -1.890794 0.353311 0.35 0.06 -0.15
C 1.209959 0.018488 -2.216306 0.05 -0.34 0.03
O 1.402914 -1.153598 -2.010184 -0.08 0.50 -0.28
H 1.789616 0.817215 -1.714978 0.00 -0.18 0.00
H 0.442896 0.364991 -2.936564 0.03 -0.07 0.10
```
Positions in Å, forces in eV/Å.

Summary:
**SMILES string**: C/C=C/O.C=O
**HOMO**: -8.56 eV
**Relative energy (zero: lowest compared OMol25 entry of this formula, charge and spin)**: 2.5743 eV

This record from the Open Molecules 2025 dataset describes C4H8O2 in the gas phase. The level of theory is ωB97M-V with the def2-TZVPD basis set.

```
14
Properties=species:S:1:pos:R:3:forces:R:3
O -1.406538 0.890523 -1.492789 -0.11 -0.10 0.46
C -1.690676 0.766227 -0.323556 0.07 0.05 -0.23
C -0.949990 -0.100561 0.658922 -0.03 -0.04 -0.08
C 0.129246 -0.978169 0.037324 0.03 -0.06 0.04
C 1.357854 -0.189245 -0.408172 -0.13 -0.29 -0.32
O 1.749880 0.702674 0.625366 0.13 0.23 -0.01
H -2.556377 1.320476 0.099613 0.08 -0.01 -0.05
H -1.690674 -0.700370 1.205318 0.06 0.10 -0.11
H -0.496291 0.566585 1.403486 -0.13 -0.03 -0.05
H 0.429833 -1.732431 0.772255 -0.01 0.09 -0.07
H -0.274191 -1.508761 -0.833446 0.08 0.05 0.13
H 2.173796 -0.893550 -0.625420 -0.10 0.13 0.00
H 1.125000 0.361733 -1.325913 0.01 -0.06 0.14
H 2.099130 1.494872 0.207012 0.04 -0.05 0.16
```
Positions in Å, forces in eV/Å.

Summary:
**SMILES string**: O=CCCCO
**HOMO**: -9.79 eV
**Relative energy (zero: lowest compared OMol25 entry of this formula, charge and spin)**: 1.1643 eV

- Which value of HOMO does entry 3 give?
  -10.13 eV